No. 1
Entry from the Open Molecules 2025 dataset: a 2-piece molecular cluster, C22H22NO8S overall at a distorted geometry (the ωB97M-V functional and the def2-TZVPD basis).

```
54
Properties=species:S:1:pos:R:3
C -1.63 -7.74 -2.85
C -2.19 -6.36 -2.67
C -1.90 -5.37 -3.61
C -2.27 -4.05 -3.38
C -2.92 -3.73 -2.19
S -3.21 -2.01 -1.80
N -1.47 -1.47 -1.39
C -1.32 -0.42 -0.79
O -1.22 0.61 -0.20
O -3.58 -1.30 -2.98
O -3.98 -1.93 -0.59
C -3.37 -4.72 -1.32
C -3.00 -6.04 -1.57
H -1.93 -8.39 -2.03
H -1.96 -8.18 -3.80
H -0.53 -7.69 -2.88
H -1.36 -5.63 -4.52
H -2.02 -3.26 -4.10
H -3.96 -4.46 -0.45
H -3.32 -6.84 -0.90
C 1.39 4.02 -3.40
C 2.35 3.32 -2.48
O 1.63 3.11 -1.24
C 1.87 2.02 -0.50
C 1.13 2.07 0.78
C -0.09 2.80 0.90
C -0.67 2.86 2.30
C 0.02 3.59 3.27
C -0.52 3.71 4.55
C -1.72 3.07 4.86
C -2.44 2.38 3.87
C -1.93 2.31 2.57
O -0.68 3.40 0.00
C 1.91 1.53 1.91
O 1.45 0.90 2.85
O 3.24 1.80 1.75
C 4.13 1.53 2.86
C 5.55 1.64 2.35
O 2.55 1.06 -0.83
H 1.82 4.14 -4.39
H 0.46 3.44 -3.49
H 1.15 5.02 -3.00
H 2.67 2.35 -2.89
H 3.21 3.96 -2.25
H 0.96 4.06 2.98
H 0.03 4.31 5.29
H -2.10 3.10 5.88
H -3.40 1.90 4.10
H -2.47 1.80 1.78
H 3.96 2.27 3.65
H 3.95 0.52 3.25
H 6.24 1.30 3.12
H 5.69 1.02 1.46
H 5.80 2.68 2.11
```

Properties
HOMO level = -3.7 eV
total charge = -1
HOMO-LUMO gap = 5.50 eV
relative energy (zero: lowest compared OMol25 entry of this formula, charge and spin) = 0.836 eV



No. 2
Entry from the Open Molecules 2025 dataset: one molecule with the formula C5H6O at a distorted geometry (the ωB97M-V functional and the def2-TZVPD basis).

```
12
Properties=species:S:1:pos:R:3
C 2.82 -0.93 -0.05
C 2.05 0.02 -0.02
C 1.10 1.06 0.17
C -0.16 0.98 -0.21
O -0.78 -0.18 -0.27
C -2.13 -0.67 0.12
H 3.43 -1.90 -0.15
H 1.52 2.06 0.22
H -0.73 1.84 -0.36
H -1.91 -1.70 0.29
H -2.77 -0.50 -0.76
H -2.45 -0.06 1.02
```

Properties
HOMO level = -8.2 eV
total charge = 0
HOMO-LUMO gap = 9.16 eV
structure (SMILES) = C#C/C=C\OC
relative energy (zero: lowest compared OMol25 entry of this formula, charge and spin) = 3.612 eV



No. 3
Entry from the Open Molecules 2025 dataset: C29H25ClIrPS as an isolated structure at a distorted geometry (the ωB97M-V functional and the def2-TZVPD basis).

```
58
Properties=species:S:1:pos:R:3
C 0.48 0.38 1.77
C 0.09 1.74 1.53
C -1.34 1.74 1.26
H 0.73 2.62 1.62
C -1.81 0.39 1.35
C -0.69 -0.45 1.62
H -0.71 -1.53 1.69
H 1.47 0.05 2.04
H -1.94 2.62 1.08
H -2.83 0.06 1.22
Ir -0.23 0.69 -0.36
Cl -1.51 -0.66 -1.82
P -0.66 2.36 -1.77
C -2.30 3.08 -1.42
C -2.55 4.47 -1.39
H -1.74 5.19 -1.40
C -3.87 4.93 -1.37
H -4.06 6.01 -1.36
C -4.95 4.03 -1.39
H -5.97 4.40 -1.46
C -4.70 2.66 -1.31
H -5.53 1.95 -1.26
C -3.39 2.20 -1.31
H -3.21 1.12 -1.26
C 0.45 3.83 -1.63
C 0.54 4.49 -0.39
H 0.05 4.08 0.49
C 1.24 5.69 -0.29
H 1.26 6.19 0.68
C 1.89 6.24 -1.39
H 2.43 7.18 -1.30
C 1.86 5.55 -2.61
H 2.37 5.96 -3.48
C 1.17 4.35 -2.72
H 1.18 3.81 -3.67
C -0.76 2.11 -3.58
C -1.73 2.74 -4.36
H -2.57 3.26 -3.88
C -1.64 2.72 -5.75
H -2.40 3.24 -6.35
C -0.59 2.06 -6.39
H -0.49 2.10 -7.47
C 0.33 1.34 -5.62
H 1.12 0.77 -6.11
C 0.23 1.34 -4.22
H 0.94 0.75 -3.64
S 1.48 -0.44 -1.29
C 1.93 -1.61 -0.09
C 1.18 -2.76 0.23
C 1.66 -3.63 1.21
C 2.85 -3.35 1.89
C 3.55 -2.17 1.62
C 3.11 -1.32 0.63
H 0.26 -2.96 -0.32
H 1.09 -4.53 1.45
H 3.21 -4.04 2.65
H 4.44 -1.91 2.19
H 3.64 -0.40 0.37
```

Properties
HOMO level (alpha / beta) = -4.8 / -8.2 eV
total charge = 0
spin multiplicity = 5
HOMO-LUMO gap (alpha / beta) = 5.40 / 5.95 eV



No. 4
Entry from the Open Molecules 2025 dataset: one molecule with the formula C4H5ClFNO3S at a distorted geometry (the ωB97M-V functional and the def2-TZVPD basis).

```
16
Properties=species:S:1:pos:R:3
C 0.25 1.16 -2.98
C -0.40 0.47 -1.78
S 0.75 0.65 -0.36
C -0.22 -0.03 0.98
O -1.42 0.28 0.97
C 0.50 -0.66 2.16
F 1.15 0.34 2.82
Cl 1.81 -1.71 1.48
N -0.36 -1.39 3.10
O -0.59 -2.58 2.84
O -0.78 -0.81 4.10
H 1.34 0.92 -3.06
H -0.26 0.83 -3.91
H 0.15 2.24 -2.86
H -0.54 -0.61 -1.96
H -1.37 0.90 -1.55
```

Properties
HOMO level = -9.8 eV
total charge = 0
HOMO-LUMO gap = 8.79 eV
structure (SMILES) = CCSC(=O)[C@](F)(Cl)[N+](=O)[O-]
relative energy (zero: lowest compared OMol25 entry of this formula, charge and spin) = 0.325 eV



No. 5
Entry from the Open Molecules 2025 dataset: C6H13F3N2OSi as an isolated structure at a distorted geometry (the ωB97M-V functional and the def2-TZVPD basis).

```
26
Properties=species:S:1:pos:R:3
C 0.65 -0.41 1.16
C -0.28 -1.02 2.23
C -0.99 -1.62 -1.68
C 0.65 1.89 -2.01
C -2.07 1.71 -0.46
C 2.04 -0.50 1.87
N 0.71 -1.25 -0.02
N -0.15 -0.70 -1.00
O 0.45 0.96 0.77
F 3.11 -0.41 1.04
F 2.24 0.37 2.87
F 2.22 -1.71 2.45
Si -0.34 0.98 -0.70
H -0.26 -2.10 2.02
H -1.28 -0.65 2.26
H 0.03 -0.62 3.25
H -1.96 -2.10 -1.22
H -1.42 -1.12 -2.61
H -0.38 -2.49 -2.03
H 0.32 1.50 -2.95
H 0.52 2.95 -1.72
H 1.67 1.87 -1.84
H -2.49 1.67 -1.56
H -2.71 1.41 0.38
H -1.98 2.84 -0.16
H 1.71 -1.46 -0.35
```

Properties
HOMO level = -8.5 eV
total charge = 0
HOMO-LUMO gap = 9.15 eV
relative energy (zero: lowest compared OMol25 entry of this formula, charge and spin) = 0.000 eV



No. 6
Entry from the Open Molecules 2025 dataset: C17H16AsIN8O6PtS as an isolated structure at a distorted geometry (the ωB97M-V functional and the def2-TZVPD basis).

```
51
Properties=species:S:1:pos:R:3
Pt -0.58 -0.41 -1.75
N 2.07 -2.47 -2.25
C 2.40 -1.21 -1.99
N 3.70 -0.92 -1.89
C 4.00 0.37 -1.79
N 5.30 0.69 -1.66
N 3.11 1.38 -1.82
C 1.85 1.02 -1.86
N 1.43 -0.27 -1.90
C 0.81 2.01 -1.88
C 1.05 3.38 -1.80
C -0.01 4.26 -1.79
C -1.31 3.74 -1.87
C -1.48 2.38 -1.97
N -0.45 1.53 -1.97
H 2.77 -3.17 -2.09
H 1.10 -2.75 -2.15
H 5.98 -0.04 -1.78
H 5.56 1.65 -1.78
H 2.08 3.71 -1.74
H 0.14 5.32 -1.71
H -2.17 4.39 -1.86
H -2.47 1.93 -2.03
O -4.21 0.95 0.04
As -3.40 -0.63 -0.24
O -4.52 -1.76 -0.03
O -2.64 -0.43 -1.72
C -2.06 -0.54 1.21
C -2.25 0.27 2.50
C -0.97 0.22 3.31
C 1.18 -1.00 2.81
C 0.79 -2.06 2.12
C -0.43 -1.91 1.29
S -0.56 -3.21 -0.07
O -1.72 -3.98 0.22
O 0.70 -3.92 -0.06
O -0.71 -2.46 -1.37
H -5.16 0.76 0.07
H -3.03 1.01 2.64
H -1.02 0.76 4.24
H 2.05 -1.01 3.47
H 1.28 -3.03 2.12
I -2.75 -1.70 5.06
C -1.88 -0.98 3.29
C 0.40 0.27 2.62
N 0.22 0.44 1.17
N -0.66 -0.57 0.71
C -1.80 -1.82 2.01
H 0.96 1.13 2.99
H -0.21 1.33 0.96
H -2.46 -2.68 1.96
```

Properties
HOMO level = -7.8 eV
total charge = 0
HOMO-LUMO gap = 6.34 eV
relative energy (zero: lowest compared OMol25 entry of this formula, charge and spin) = 3.675 eV



No. 7
Entry from the Open Molecules 2025 dataset: one molecule with the formula C4H5NO (the ωB97M-V functional and the def2-TZVPD basis).

```
11
Properties=species:S:1:pos:R:3
C -1.68 0.01 -0.17
N -0.46 0.16 -0.95
C 0.70 -0.37 -0.69
C 1.85 -0.74 -0.38
C 2.01 -0.09 0.93
O 1.10 -0.13 1.75
H -2.38 -0.68 -0.66
H -2.15 0.99 -0.07
H -1.43 -0.35 0.83
H -0.48 0.75 -1.76
H 2.93 0.45 1.17
```

Properties
HOMO level = -9.1 eV
total charge = 0
HOMO-LUMO gap = 9.68 eV
structure (SMILES) = CNC#CC=O
relative energy (zero: lowest compared OMol25 entry of this formula, charge and spin) = 3.503 eV



No. 8
Entry from the Open Molecules 2025 dataset: an isolated ion of composition C5H5N2O4 and charge -1 at a distorted geometry (the ωB97M-V functional and the def2-TZVPD basis).

```
16
Properties=species:S:1:pos:R:3
O -2.65 -0.91 0.50
C -1.42 -1.00 0.41
O -0.56 -1.73 0.90
C -0.83 0.28 -0.67
O -1.96 0.82 -1.30
N 0.08 -0.45 -1.47
C 1.21 -0.79 -0.94
C 1.62 -0.28 0.34
C 0.93 0.99 0.68
N -0.25 1.28 0.18
O -0.83 2.30 0.53
H -2.62 0.37 -0.70
H 1.90 -1.45 -1.34
H 1.39 -0.99 1.21
H 2.73 -0.10 0.32
H 1.27 1.67 1.36
```

Properties
HOMO level = -4.2 eV
total charge = -1
HOMO-LUMO gap = 7.97 eV
structure (SMILES) = O=C([O-])[C@]1(O)N=CCC=[N+]1[O-]
relative energy (zero: lowest compared OMol25 entry of this formula, charge and spin) = 2.459 eV



For reference, E_tot by record: -51876.78161 -7325.67269 -65960.55217 -37932.75771 -27491.05416 -125114.01485 -7763.02308 -16435.03750 eV.